[1]
{"formula": "C4H11O3", "method": "ωB97M-V with the def2-TZVPD basis set", "relative_energy_ev": 4.6017, "charge": -1, "lumo_energy_ev": 2.7, "energy_ha": -384.584514, "species": ["C", "O", "C", "C", "C", "O", "H", "H", "H", "H", "H", "H", "H", "H", "H", "H", "H", "O"], "coordinates": [[0.62369, -0.40668, -3.20523], [1.89059, -0.68369, -3.38686], [0.27371, -0.70211, -1.66071], [0.29681, 0.23871, -0.62371], [0.28260, -0.06948, 0.85687], [-0.46108, 1.40866, 3.50049], [-0.04766, -1.13827, -3.70465], [0.27943, 0.63550, -3.36409], [0.27922, -1.76347, -1.43238], [1.35271, 0.03554, -1.19927], [0.09359, 1.29366, -0.78501], [-0.36556, -0.89671, 1.14367], [-0.01885, 0.80567, 1.42811], [1.28765, -0.36605, 1.16963], [0.05759, 1.07189, 4.24647], [-3.03309, 0.44630, 2.60119], [-1.50285, 0.51951, 3.35185], [-2.39116, -0.11372, 3.08353]]}

---

[2]
{"formula": "C2H6N3", "method": "ωB97M-V with the def2-TZVPD basis set", "relative_energy_ev": 3.7385, "charge": 1, "lumo_energy_ev": -4.3, "energy_ha": -243.697552, "species": ["C", "C", "N", "N", "N", "H", "H", "H", "H", "H", "H"], "coordinates": [[0.60841, -0.16094, 0.23092], [-0.59544, 0.09467, -0.60238], [-0.25070, -0.96023, 0.75922], [1.90010, 0.01329, 0.38633], [-1.55295, 1.05259, -0.38977], [-0.66122, -0.65901, -1.97040], [-0.09946, -1.85972, 1.11205], [2.53362, 0.72802, -0.00405], [2.37217, -0.58655, 1.02828], [-1.96198, 1.16886, 0.55111], [-2.29255, 1.16903, -1.10132]]}

---

[3]
{"formula": "C21H44NO8S2", "method": "ωB97M-V with the def2-TZVPD basis set", "relative_energy_ev": 1.2021, "charge": -1, "lumo_energy_ev": 2.1, "energy_ha": -2279.614497, "species": ["C", "C", "C", "C", "C", "S", "O", "O", "N", "S", "O", "O", "C", "C", "C", "C", "H", "H", "H", "H", "H", "H", "H", "H", "H", "H", "H", "H", "H", "H", "H", "H", "H", "H", "H", "H", "C", "C", "O", "C", "H", "H", "H", "H", "H", "H", "C", "C", "O", "C", "H", "H", "H", "H", "H", "H", "C", "C", "O", "C", "H", "H", "H", "H", "H", "H", "C", "C", "O", "C", "H", "H", "H", "H", "H", "H"], "coordinates": [[3.58030, -2.55986, 0.13560], [3.28158, -1.09012, 0.56677], [4.61822, -0.50802, 1.17775], [2.77252, -0.17444, -0.58927], [1.78587, -0.85850, -1.58964], [0.21475, 0.08137, -1.80009], [0.63110, 1.46256, -2.18285], [-0.52028, -0.64415, -2.88749], [-0.49151, -0.03242, -0.28682], [-2.09231, 0.45929, -0.28050], [-2.61976, 0.95990, -1.57424], [-2.19045, 1.58712, 0.71123], [-3.13233, -0.87306, 0.44802], [-4.64977, -0.52726, 0.36502], [-5.32310, -1.11390, -0.92877], [-5.32887, -1.28073, 1.57850], [4.09045, -3.13625, 0.92904], [2.60162, -3.05973, -0.02294], [4.13176, -2.58779, -0.82554], [2.51323, -1.06166, 1.36888], [4.44352, 0.37190, 1.81734], [5.08306, -1.34591, 1.74102], [5.29737, -0.30346, 0.33574], [3.66811, 0.17293, -1.14872], [2.30033, 0.72978, -0.16251], [1.48251, -1.88297, -1.31673], [2.29459, -0.92986, -2.56820], [-2.97637, -1.85291, -0.03439], [-2.87428, -0.90648, 1.52615], [-4.84200, 0.55917, 0.44488], [-6.41591, -1.23045, -0.77472], [-5.16269, -0.48043, -1.81608], [-4.91223, -2.13225, -1.07188], [-5.33129, -0.67625, 2.50194], [-6.38248, -1.53814, 1.35175], [-4.73649, -2.20930, 1.72143], [-2.12932, -1.24893, -5.94840], [-2.42867, -2.55198, -6.63554], [-3.56325, -2.96147, -6.76238], [-1.25471, -3.33607, -7.16439], [-3.06022, -0.79161, -5.61814], [-1.49672, -1.42242, -5.07413], [-1.62985, -0.56889, -6.64130], [-0.58479, -3.59972, -6.34448], [-0.71768, -2.74524, -7.90843], [-1.61306, -4.25184, -7.63445], [8.29244, 2.97101, 0.71951], [8.02461, 1.65830, 0.03085], [6.89868, 1.24534, -0.11742], [9.21622, 0.88100, -0.46528], [7.34716, 3.41890, 1.02231], [8.90508, 2.80743, 1.60800], [8.80195, 3.65285, 0.03628], [9.86928, 0.62585, 0.37127], [9.76623, 1.47131, -1.20036], [8.87556, -0.03913, -0.93791], [0.92770, -0.28230, 4.86476], [-0.20974, -0.44821, 3.88735], [-0.82622, -1.49046, 3.81749], [-0.54400, 0.72566, 3.00923], [1.05757, -1.20481, 5.43114], [1.85213, -0.06733, 4.32566], [0.70468, 0.52897, 5.56002], [0.31562, 0.98317, 2.38842], [-0.83309, 1.57960, 3.62669], [-1.37311, 0.46900, 2.35920], [-6.57073, 3.64993, 2.97349], [-5.40487, 2.70387, 3.11375], [-5.54260, 1.61349, 3.62519], [-4.07288, 3.16998, 2.59373], [-7.46556, 3.18643, 3.38855], [-6.36768, 4.57360, 3.51834], [-6.74542, 3.87039, 1.91911], [-3.76312, 4.07394, 3.12422], [-4.13852, 3.36837, 1.52298], [-3.32788, 2.39434, 2.75543]]}

---

[4]
{"formula": "C61H40Cl4EuIN5OS2", "method": "ωB97M-V with the def2-TZVPD basis set", "spin_multiplicity": 7, "charge": -1, "lumo_energy_ev": [1.7, 1.7], "s_squared": 12.015, "energy_ha": -6342.778823, "species": ["Eu", "Cl", "C", "C", "C", "C", "C", "C", "C", "C", "C", "C", "C", "C", "C", "C", "C", "C", "Cl", "C", "C", "C", "N", "C", "C", "C", "C", "C", "C", "Cl", "C", "C", "C", "C", "C", "C", "N", "C", "C", "C", "C", "C", "N", "C", "C", "C", "C", "Cl", "C", "C", "C", "C", "N", "H", "H", "H", "H", "H", "H", "H", "H", "H", "H", "H", "H", "H", "H", "H", "H", "H", "H", "H", "H", "H", "H", "H", "H", "O", "N", "C", "C", "C", "C", "C", "S", "H", "H", "H", "H", "I", "C", "C", "C", "C", "C", "C", "C", "C", "C", "C", "H", "H", "H", "H", "H", "H", "C", "S", "C", "H", "H", "H", "H", "H", "H"], "coordinates": [[-0.86250, -0.62760, -0.12930], [8.30400, 3.80340, -0.19470], [6.74290, 3.05100, -0.16660], [5.84220, 3.38570, 0.82970], [4.58930, 2.79770, 0.83840], [4.23340, 1.86890, -0.13510], [5.16110, 1.53390, -1.11390], [6.41300, 2.12170, -1.13790], [2.88780, 1.22250, -0.12460], [2.79320, 0.12200, 0.79320], [3.59120, -0.15630, 1.90580], [3.09920, -1.31960, 2.48430], [2.02380, -1.76840, 1.71530], [1.11620, -2.90080, 1.96440], [1.59280, -4.25920, 2.02780], [2.90770, -4.61430, 2.35890], [3.30300, -5.93360, 2.41680], [2.40010, -6.93860, 2.10650], [2.89180, -8.60520, 2.17870], [1.10200, -6.62550, 1.73040], [0.70950, -5.30730, 1.69650], [-0.22090, -2.63600, 2.27090], [-0.85540, -1.45900, 1.98260], [-2.05170, -1.45000, 2.66030], [-2.92970, -0.37410, 2.72150], [-4.10200, -0.53240, 3.59590], [-5.02080, -1.56540, 3.40170], [-6.13340, -1.69560, 4.21050], [-6.32570, -0.79860, 5.24720], [-7.72650, -0.94260, 6.26250], [-5.40460, 0.20550, 5.49350], [-4.30540, 0.33490, 4.67030], [-2.74830, 0.90310, 2.08330], [-3.55200, 2.04680, 2.30920], [-3.01770, 3.06980, 1.56080], [-1.90690, 2.53480, 0.87840], [-1.76970, 1.19770, 1.17000], [-1.02610, 3.30910, 0.05770], [0.03790, 2.91140, -0.68500], [0.99670, 3.77730, -1.33660], [2.13150, 3.08430, -1.54650], [1.94850, 1.76230, -0.94290], [0.50440, 1.53010, -0.92110], [-1.28220, 4.77190, 0.10430], [-1.02050, 5.47790, 1.27380], [-1.29760, 6.82930, 1.36010], [-1.83850, 7.47880, 0.26290], [-2.22670, 9.16550, 0.37380], [-2.09130, 6.80100, -0.91760], [-1.80210, 5.44890, -0.99350], [-2.15870, -2.67420, 3.42510], [-1.05780, -3.41520, 3.16290], [1.85060, -0.86730, 0.71880], [6.12500, 4.09140, 1.59540], [3.88010, 3.06120, 1.60850], [4.90390, 0.79970, -1.86380], [7.12950, 1.85260, -1.89860], [4.40590, 0.44490, 2.26560], [3.45170, -1.77980, 3.38610], [3.62100, -3.84010, 2.58350], [4.31000, -6.18620, 2.70900], [0.40840, -7.40730, 1.45360], [-0.29050, -5.06510, 1.36550], [-4.86220, -2.27160, 2.59970], [-6.84610, -2.48710, 4.04140], [-5.54070, 0.87080, 6.33130], [-3.57240, 1.10310, 4.86310], [-4.41750, 2.10810, 2.94130], [-3.38330, 4.07800, 1.48850], [0.81500, 4.81230, -1.55450], [3.05190, 3.43520, -1.97200], [-0.60650, 4.95590, 2.12360], [-1.10360, 7.37150, 2.27230], [-2.51740, 7.32540, -1.76060], [-1.99890, 4.91250, -1.91150], [-2.95580, -2.90860, 4.10650], [-0.78760, -4.35250, 3.61380], [1.08750, -1.03690, -0.35750], [-0.51210, -2.92920, -1.33410], [0.53000, -3.75390, -1.41230], [0.95790, -4.34260, -2.58580], [0.23400, -4.10010, -3.75120], [-0.86100, -3.27380, -3.69530], [-1.17980, -2.65880, -2.47460], [-2.42730, -1.48850, -2.35430], [1.06070, -3.93280, -0.48870], [1.84730, -4.95120, -2.59560], [0.53340, -4.54520, -4.68860], [-1.45490, -3.04480, -4.56710], [2.71780, -0.96570, -2.78010], [1.89910, 0.73950, -3.73600], [2.58530, 1.16360, -4.84590], [1.93730, 1.91550, -5.83390], [0.58070, 2.05220, -5.77290], [-0.13490, 1.67560, -4.61800], [-1.53910, 1.78470, -4.58900], [-2.21760, 1.53160, -3.43230], [-1.49650, 1.36350, -2.24640], [-0.11000, 1.25130, -2.21900], [0.57670, 1.19060, -3.47210], [3.61050, 0.85740, -4.99610], [2.49830, 2.27890, -6.68080], [0.02940, 2.47270, -6.60170], [-2.05710, 2.07160, -5.48970], [-3.29380, 1.53610, -3.38140], [-2.05650, 1.42590, -1.31350], [-5.90570, 0.58300, 0.58490], [-4.72420, -0.08210, -0.62750], [-4.90600, -1.85440, -0.25940], [-5.67690, 0.17280, 1.56270], [-6.92070, 0.33600, 0.28340], [-5.76730, 1.65840, 0.58540], [-5.88540, -2.02280, 0.17700], [-4.11340, -2.16140, 0.42220], [-4.81280, -2.39610, -1.19620]]}

---

Number 1 is which compound? C4H11O3

---

The highest charge belongs to which entry? C2H6N3

---

The highest charge belongs to which entry? C2H6N3